Below is a cluster of 2 separate species, C5H8NO in total at a distorted geometry, with properties calculated with the ωB97M-V functional and the def2-TZVPD basis.

Summary:
- spin multiplicity = 1
- HOMO energy (alpha / beta) (eV) = -12.63 / -12.02
- F_max (eV/A) = 4.7
- Kohn-Sham gap (alpha / beta) (eV) = 7.11 / 5.52
- total charge = +1

Geometry as XYZ:
```
15
Properties=species:S:1:pos:R:3:forces:R:3:nbo_charge:R:1
C 0.126822 0.938761 -1.151068 0.0 -0.3 -0.9 0.052
C 0.206334 -0.223491 -1.500843 -0.6 4.1 0.9 0.136
C 0.102408 -0.634813 2.181088 2.7 -1.2 1.8 -0.140
C -0.716340 -1.496421 1.333523 1.7 2.0 1.2 0.354
C 0.135933 2.364071 -0.816962 3.3 -1.1 -0.2 -0.693
N 0.084542 -1.490005 -1.622270 -3.0 -3.6 -0.4 -0.782
O -0.652641 -0.218663 1.065544 -2.0 -1.2 -1.9 -0.283
H -0.147992 -0.210525 3.141442 -1.0 -0.3 0.1 0.231
H 1.220869 -0.618509 2.151105 -1.0 -0.1 -1.0 0.228
H -1.141488 -2.480272 1.122315 -0.4 0.8 -0.5 0.284
H 0.519704 2.285502 0.193388 0.0 0.7 0.6 0.238
H 1.050868 2.853319 -1.378671 -2.5 -0.4 0.7 0.277
H -0.846468 2.765173 -0.758545 -0.5 0.8 -0.6 0.262
H 0.890699 -1.928873 -1.952989 1.3 -1.3 -0.6 0.412
H -0.833248 -1.905254 -2.007059 2.1 1.0 0.7 0.424
```
Forces are in eV/Å.

***

Below is a cluster of 3 separate species, C3H10O2 in total at a distorted geometry, with properties calculated with the ωB97M-V functional and the def2-TZVPD basis.

Summary:
- spin multiplicity = 1
- HOMO energy (eV) = -9.38
- SMILES string = C=CC.O.O
- F_max (eV/A) = 3.9
- Kohn-Sham gap (eV) = 9.79
- total charge = 0

Geometry as XYZ:
```
15
Properties=species:S:1:pos:R:3:forces:R:3:nbo_charge:R:1
C -0.848516 0.930174 -1.384181 -1.0 2.2 -2.4 -0.663
C -1.303372 -0.287175 -0.761583 -2.4 -1.6 2.5 -0.180
C -2.148952 -0.489914 0.280091 -0.3 1.3 0.1 -0.421
H -0.842446 1.953199 -0.931327 -0.8 -1.1 0.3 0.232
H 0.193617 0.801828 -1.574681 0.8 -0.2 -0.8 0.237
H -1.464375 0.971233 -2.395186 1.6 0.3 1.6 0.219
H -1.083938 -1.157361 -1.342518 0.8 -0.7 0.0 0.190
H -2.438321 -1.409351 0.822471 0.4 0.1 -1.2 0.201
H -2.728637 0.366369 0.695951 1.0 -0.3 -0.1 0.186
H 1.916240 -1.249113 2.457815 0.1 0.3 -1.8 0.487
H 1.249899 -1.697409 1.105078 1.4 1.1 0.6 0.491
O 1.989846 -1.116985 1.463535 -1.7 -1.9 1.5 -0.961
H 1.879643 0.412299 0.537581 -0.1 0.9 -0.9 0.481
H 3.154050 0.850409 0.843503 0.1 0.9 -0.9 0.458
O 2.475263 1.121796 0.183449 0.1 -1.3 1.5 -0.956
```
Forces are in eV/Å.

***

Below is an isolated molecule of C25H29FN4O2, with properties calculated with the ωB97M-V functional and the def2-TZVPD basis.

Summary:
- spin multiplicity = 1
- HOMO energy (eV) = -8.09
- SMILES string = CC(C)n1cc(CN2CCC(C(=O)Nc3ccc(Oc4ccccc4F)cc3)CC2)cn1
- F_max (eV/A) = 0.8
- Kohn-Sham gap (eV) = 8.66
- total charge = 0

Geometry as XYZ:
```
61
Properties=species:S:1:pos:R:3:forces:R:3:nbo_charge:R:1
C 0.208085 1.007320 -2.457715 -0.2 0.2 0.1 -0.614
H 0.543137 0.997716 -1.422954 0.1 0.0 0.1 0.214
H 0.975529 1.475876 -3.067892 0.1 0.0 -0.1 0.207
H 0.075079 -0.021790 -2.778621 0.0 -0.1 0.0 0.233
C -1.111691 1.763197 -2.596311 0.5 0.0 -0.5 -0.029
N -2.114151 1.142779 -1.760058 -0.4 0.1 0.5 -0.162
C -2.714924 1.661251 -0.671898 -0.3 -0.2 0.1 -0.046
C -3.587876 0.705988 -0.188211 0.0 0.1 0.0 -0.168
C -3.421358 -0.373323 -1.072974 0.0 0.4 0.2 -0.054
N -2.536964 -0.091218 -2.008925 0.3 -0.5 -0.6 -0.272
H -3.914912 -1.324972 -1.063083 -0.1 -0.2 0.0 0.208
C -4.437164 0.774676 1.042649 0.1 0.1 0.0 -0.226
N -3.782363 0.294563 2.254610 0.0 0.0 0.1 -0.440
C -3.495807 -1.128659 2.229055 -0.1 -0.1 0.3 -0.231
C -3.080635 -1.592967 3.621298 0.1 -0.1 -0.2 -0.395
H -3.889069 -1.381055 4.322117 0.0 0.0 0.0 0.208
H -2.891048 -2.666378 3.610443 0.0 0.0 0.1 0.237
C -1.810917 -0.855231 4.066262 -0.2 -0.1 0.2 -0.313
C -0.623293 -1.451375 3.304742 -0.1 0.4 0.2 0.693
O -0.448177 -2.650579 3.294737 0.0 -0.3 -0.1 -0.619
N 0.206015 -0.561385 2.692458 -0.1 0.4 0.1 -0.606
C 1.319260 -0.821076 1.886641 0.3 -0.2 -0.2 0.133
C 1.920575 -2.073758 1.799130 -0.2 0.0 0.1 -0.214
C 3.018948 -2.258113 0.984142 0.3 0.3 -0.4 -0.229
C 3.532177 -1.200877 0.244468 -0.4 0.1 0.4 0.258
C 2.943891 0.054668 0.334114 0.3 -0.2 0.0 -0.216
C 1.846270 0.238057 1.150219 -0.1 -0.1 0.1 -0.238
H 1.394659 1.218904 1.220847 -0.1 0.1 0.0 0.204
H 3.346546 0.882776 -0.232279 0.0 0.1 0.0 0.218
O 4.672905 -1.422662 -0.497741 0.0 -0.2 -0.1 -0.470
C 4.805335 -0.818204 -1.711656 0.0 0.2 -0.3 0.202
C 6.072602 -0.392993 -2.101354 -0.3 -0.1 0.2 -0.226
C 6.278266 0.171512 -3.346003 0.0 0.0 0.0 -0.214
C 5.222122 0.329620 -4.227411 0.0 0.0 0.0 -0.215
C 3.956583 -0.097498 -3.865506 0.0 0.0 0.1 -0.288
C 3.759573 -0.671572 -2.625211 -0.1 -0.1 0.1 0.392
F 2.520904 -1.112395 -2.308040 0.3 0.0 -0.1 -0.328
H 3.116177 -0.009167 -4.535883 -0.1 0.0 0.0 0.231
H 5.381099 0.775118 -5.196727 0.0 0.0 -0.1 0.218
H 7.269212 0.493750 -3.626046 0.1 0.0 0.0 0.218
H 6.886249 -0.522596 -1.405360 0.1 0.0 0.1 0.229
H 3.491318 -3.224680 0.911252 0.1 -0.1 0.0 0.228
H 1.515310 -2.897746 2.360966 0.0 0.0 0.0 0.259
H -0.045181 0.414345 2.742982 -0.1 -0.2 0.1 0.400
C -2.069407 0.647732 3.955829 0.1 0.0 -0.2 -0.416
C -2.587302 1.047961 2.573837 0.0 0.1 0.2 -0.230
H -2.848367 2.111033 2.581563 0.1 0.0 0.0 0.201
H -1.807802 0.899239 1.803301 -0.1 0.1 0.1 0.164
H -1.184415 1.234104 4.218414 0.0 0.0 0.0 0.201
H -2.846508 0.896151 4.682086 0.1 0.0 0.0 0.226
H -1.617783 -1.104305 5.117516 0.0 0.0 -0.1 0.238
H -4.404818 -1.652833 1.925437 0.0 0.0 -0.1 0.204
H -2.698586 -1.377935 1.506297 -0.1 0.0 0.0 0.175
H -5.340686 0.175558 0.902599 0.0 0.1 0.0 0.209
H -4.735559 1.812081 1.226353 -0.1 -0.1 0.0 0.202
H -2.502718 2.654822 -0.328156 0.1 0.2 0.0 0.213
C -1.594698 1.772645 -4.044534 0.0 0.1 0.2 -0.613
H -2.521149 2.335548 -4.134325 -0.1 0.0 0.0 0.213
H -0.845315 2.224925 -4.688143 0.1 0.0 -0.1 0.209
H -1.776012 0.751040 -4.366662 0.0 -0.1 -0.1 0.230
H -0.991170 2.792389 -2.236685 -0.1 -0.2 0.0 0.198
```
Forces are in eV/Å.

***

Below is a cluster of 7 separate species, C25H40N2O5 in total at a distorted geometry, with properties calculated with the ωB97M-V functional and the def2-TZVPD basis.

Summary:
- spin multiplicity = 1
- HOMO energy (eV) = -9.33
- SMILES string = c1ccncc1.c1ccncc1.CC(C)=O.CC(C)=O.CC(C)=O.CC(C)=O.CC(C)=O
- F_max (eV/A) = 1.3
- Kohn-Sham gap (eV) = 9.89
- total charge = 0

Geometry as XYZ:
```
72
Properties=species:S:1:pos:R:3:forces:R:3:mulliken_charge:R:1
N -4.675502 -1.071997 0.900974 0.0 1.1 0.0 -0.227
C -4.629389 -0.533243 -0.322806 0.2 -0.8 0.0 0.356
C -5.761070 -0.204440 -1.054711 0.2 0.1 0.3 -0.507
C -6.981342 -0.228969 -0.399028 -0.2 0.1 -0.3 -0.290
C -7.033074 -0.625259 0.925050 0.2 0.1 0.3 -0.440
C -5.849451 -1.035722 1.526019 0.1 -1.0 -0.2 -0.308
H -3.633809 -0.441793 -0.740745 -0.1 -0.1 -0.2 -0.058
H -5.677707 0.018815 -2.108834 0.0 0.3 0.0 0.411
H -7.869915 0.075030 -0.942158 -0.1 -0.1 0.1 0.362
H -7.948490 -0.659359 1.498737 -0.1 0.1 -0.1 0.366
H -5.824715 -1.494287 2.510103 -0.3 0.2 0.1 0.365
N -0.327958 -1.275579 1.818572 0.0 0.0 0.3 -0.570
C 0.759706 -0.523985 1.712798 0.5 -0.1 0.1 -0.512
C 1.096084 0.185049 0.574722 -0.3 0.4 -0.1 -0.118
C 0.210989 0.155036 -0.484117 0.3 -0.2 -0.2 -0.268
C -0.905665 -0.665375 -0.421389 0.3 1.0 -0.2 -0.427
C -1.140773 -1.324005 0.770536 -0.3 -0.8 -0.5 -0.102
H 1.441461 -0.501976 2.558629 -0.2 -0.1 0.0 0.447
H 1.983848 0.801202 0.516674 0.1 -0.1 0.2 0.185
H 0.446357 0.754161 -1.354458 -0.1 -0.2 -0.1 0.490
H -1.571403 -0.674834 -1.274409 -0.2 -0.3 0.1 0.422
H -1.995596 -1.991370 0.828211 -0.1 0.2 0.3 0.393
C 3.942366 3.900264 4.703656 -0.4 0.2 0.0 -1.162
C 3.413726 2.847818 3.772938 0.3 -0.4 0.3 0.712
O 3.615335 2.910484 2.585036 -0.2 0.1 -0.4 -0.503
C 2.743052 1.635436 4.377856 -0.2 0.1 0.0 -0.746
H 3.143695 4.262585 5.356609 0.0 0.0 0.0 0.346
H 4.321411 4.728029 4.110831 0.2 0.0 0.1 0.304
H 4.706883 3.468037 5.349194 0.1 0.0 0.0 0.306
H 1.980157 1.271426 3.692204 0.1 -0.1 0.0 0.027
H 2.288925 1.813192 5.351454 0.1 0.1 0.0 0.375
H 3.515413 0.872249 4.496256 -0.1 -0.1 0.0 0.309
C -3.480856 -7.537151 2.105969 0.5 -0.1 0.4 -1.085
C -4.123703 -6.315904 1.509673 0.7 0.0 -0.3 0.705
O -5.141688 -6.359257 0.873254 -0.6 -0.1 -0.1 -0.544
C -3.340363 -5.033325 1.669051 -0.8 0.6 0.5 -0.979
H -2.703133 -7.863503 1.407616 0.0 0.0 0.0 0.275
H -4.139573 -8.377720 2.301130 -0.3 0.1 -0.2 0.337
H -2.955934 -7.269913 3.028036 -0.1 -0.1 0.0 0.323
H -3.535500 -4.660239 2.685796 0.4 -0.3 0.0 0.288
H -3.773813 -4.245843 1.054196 0.2 -0.2 -0.4 0.279
H -2.267262 -5.129236 1.525494 0.0 -0.1 0.0 0.382
C 6.682075 -1.595488 -1.726080 -0.1 0.3 0.3 -1.135
C 5.604881 -1.023468 -0.823556 0.0 0.1 -0.2 0.692
O 5.096709 -1.677275 0.051786 0.0 -0.1 0.2 -0.556
C 5.189095 0.408389 -1.090861 0.1 -0.4 0.0 -0.541
H 7.024503 -2.534270 -1.301884 0.0 -0.1 -0.2 0.325
H 7.508762 -0.886423 -1.804893 0.0 -0.1 0.0 0.326
H 6.281379 -1.728888 -2.731304 0.0 -0.1 0.0 0.300
H 4.991697 0.511597 -2.159127 0.0 0.2 0.0 0.374
H 6.012978 1.067699 -0.812560 0.0 0.1 -0.1 0.346
H 4.313011 0.638995 -0.492258 0.0 0.1 0.0 -0.104
C 2.115597 2.851700 -1.969000 0.6 0.2 0.0 -0.507
C 3.146962 3.974343 -2.023635 0.5 -0.9 0.6 0.599
O 3.743104 4.194571 -3.046775 -0.1 0.3 -0.3 -0.574
C 3.477822 4.682175 -0.738177 -0.3 1.3 0.0 -1.075
H 1.433707 3.081880 -2.787701 -0.4 -0.3 0.3 0.222
H 1.681135 2.720813 -0.980729 -0.4 0.4 -0.1 0.191
H 2.617461 1.902907 -2.177718 0.1 0.1 -0.3 0.242
H 2.571544 5.034996 -0.232590 0.0 -0.4 0.1 0.348
H 4.030097 5.603447 -0.944074 0.2 -0.3 -0.2 0.350
H 4.053142 4.075395 -0.040892 -0.1 -0.3 0.0 0.208
C -1.826673 2.151782 -2.999600 0.0 -0.2 -0.2 -0.487
C -2.204330 0.989040 -3.877970 -0.1 -0.1 -0.2 0.871
O -2.650340 -0.021780 -3.380885 0.1 0.0 -0.1 -0.547
C -2.050753 1.155252 -5.366694 0.4 -0.4 -0.1 -1.315
H -2.722041 2.315428 -2.400745 0.2 0.4 0.2 0.306
H -1.503194 3.022796 -3.563330 -0.3 0.2 0.0 0.344
H -1.004012 1.860493 -2.351585 -0.1 -0.1 0.2 -0.145
H -0.982074 1.214253 -5.605954 -0.1 0.2 0.1 0.321
H -2.517851 2.071493 -5.723813 0.0 0.0 0.0 0.363
H -2.436141 0.283607 -5.892013 -0.2 0.1 0.1 0.338
```
Forces are in eV/Å.

***

Below is an isolated molecule of C5H7NO2 at a distorted geometry, with properties calculated with the ωB97M-V functional and the def2-TZVPD basis.

Summary:
- spin multiplicity = 1
- HOMO energy (eV) = -9.40
- SMILES string = [H]/N=C(\C)CC(=O)C=O
- F_max (eV/A) = 4.0
- Kohn-Sham gap (eV) = 9.68
- total charge = 0

Geometry as XYZ:
```
15
Properties=species:S:1:pos:R:3:forces:R:3:nbo_charge:R:1
C 0.688862 0.653661 0.782834 0.2 0.3 0.1 -0.608
C 0.235123 0.472724 -1.746085 0.0 -0.9 0.2 -0.688
C 0.554480 -0.531469 1.665277 -1.4 -1.6 -0.2 0.547
C -0.318319 0.518324 -0.342726 -2.0 3.4 -0.8 0.326
C -0.446564 -1.602737 0.903190 2.3 -1.4 1.4 0.342
N -1.555441 0.880836 -0.096574 2.2 -1.4 -0.1 -0.616
O 0.985834 -0.755881 2.769395 -0.4 0.3 -1.2 -0.490
O -0.079098 -2.255082 -0.058133 -0.7 1.2 1.0 -0.517
H -2.112557 0.854680 -0.958852 0.2 0.0 0.2 0.338
H -1.275601 -1.895172 1.569638 -0.5 0.0 -0.4 0.141
H 0.454738 1.548815 1.368209 0.1 -0.1 -0.1 0.276
H 1.717941 0.721804 0.413999 -0.1 0.1 0.0 0.255
H 0.761954 1.405469 -1.962273 -0.1 0.0 0.1 0.234
H 0.956390 -0.344122 -1.836158 -0.1 0.0 -0.1 0.238
H -0.567740 0.328148 -2.471739 0.1 0.0 0.0 0.222
```
Forces are in eV/Å.

***

ΔE to the lowest compared entry with this formula, charge and spin: 142.70 37.57 39.28 11.85 44.27 (kcal/mol)